Here is C19H33Cl5N4OSeSiSn as an isolated structure from the OMol25 dataset. Energies are from ωB97M-V/def2-TZVPD.

Element x y z (Å)
Sn: 0.271 -0.247 0.086
C: -3.268 0.821 0.504
C: -2.316 0.409 1.621
N: -1.443 -0.766 1.376
C: -2.068 -2.049 0.994
C: -2.210 -2.134 -0.510
N: -0.920 -1.803 -1.162
C: -1.144 -1.767 -2.633
C: 0.093 -1.434 -3.483
C: 1.352 -1.109 -2.707
N: 1.270 0.092 -1.822
C: 0.779 1.373 -2.392
C: -0.736 1.514 -2.331
N: -1.214 1.303 -0.947
C: -2.688 1.142 -0.888
H: -3.770 1.707 0.897
H: -4.059 0.079 0.380
H: -2.910 0.230 2.519
H: -1.633 1.226 1.848
H: -0.938 -0.936 2.246
H: -3.030 -2.192 1.490
H: -1.395 -2.836 1.334
H: -2.971 -1.458 -0.886
H: -2.528 -3.145 -0.776
H: -0.295 -2.589 -0.963
H: -1.945 -1.053 -2.811
H: -1.541 -2.735 -2.945
H: -0.147 -0.637 -4.187
H: 0.356 -2.291 -4.102
H: 2.178 -0.975 -3.408
H: 1.622 -1.948 -2.060
H: 2.231 0.262 -1.518
H: 1.127 1.493 -3.419
H: 1.230 2.164 -1.792
H: -1.242 0.807 -2.982
H: -0.989 2.513 -2.695
H: -0.957 2.132 -0.416
H: -2.935 0.359 -1.601
H: -3.174 2.046 -1.266
Cl: 5.998 -5.110 0.684
C: 4.584 -4.150 0.705
C: 3.409 -4.616 0.122
Cl: 3.375 -6.155 -0.623
C: 2.256 -3.833 0.159
Cl: 0.812 -4.509 -0.544
C: 2.227 -2.589 0.790
O: 1.065 -1.866 0.935
C: 3.420 -2.139 1.363
Cl: 3.426 -0.618 2.160
C: 4.586 -2.902 1.322
Cl: 6.017 -2.301 2.036
C: -1.145 4.176 0.957
Si: 0.103 3.648 2.226
C: -0.569 2.994 3.815
C: 1.634 4.647 2.337
Se: 1.221 1.694 1.293
H: -1.597 5.141 1.208
H: -1.962 3.456 0.889
H: -0.658 4.293 -0.015
H: -0.668 3.798 4.551
H: 0.118 2.253 4.226
H: -1.553 2.540 3.695
H: 1.442 5.558 2.912
H: 1.999 4.935 1.351
H: 2.419 4.089 2.851

Forces on atoms 1 to 6 (eV/Å):
-1.045 0.491 0.255
0.078 -0.056 -0.058
-0.212 -0.005 -0.016
0.115 0.022 0.415
0.016 -0.059 0.016
0.012 -0.205 0.105

For the LUMO energy, the calculation gives -5.74 eV. As for the charge: +2. Its spin multiplicity is 1.



Here is a 2-piece molecular cluster, C19H33ClFN3O2 overall from the OMol25 dataset. Energies are from ωB97M-V/def2-TZVPD.

Element x y z (Å)
Cl: 8.065 1.438 7.700
C: 6.283 1.387 7.924
N: 5.552 1.284 6.615
C: 5.828 2.484 5.704
C: 5.023 2.355 4.438
N: 4.218 1.112 4.458
F: 0.737 3.118 1.476
C: 3.289 1.176 5.611
C: 4.061 1.263 6.904
C: 5.084 -0.074 4.587
C: 5.878 -0.014 5.869
H: 6.036 0.515 8.547
H: 5.987 2.323 8.421
H: 5.521 3.367 6.280
H: 6.906 2.494 5.523
H: 4.322 3.194 4.356
H: 5.687 2.336 3.569
H: 2.667 2.067 5.475
H: 2.668 0.276 5.601
H: 3.902 0.387 7.540
H: 3.849 2.194 7.438
H: 4.422 -0.947 4.586
H: 5.746 -0.105 3.716
H: 6.958 -0.012 5.703
H: 5.592 -0.823 6.554
C: -0.072 -3.636 0.058
O: -1.066 -2.639 -0.255
C: -0.702 -1.415 0.175
O: 0.328 -1.216 0.806
C: -1.718 -0.324 -0.119
C: -2.888 -0.474 0.859
C: -3.102 0.858 1.569
C: -1.931 1.755 1.179
N: -1.143 1.027 0.176
C: -0.004 1.648 -0.163
C: 0.989 1.886 0.970
C: 2.417 1.836 0.416
C: 2.624 2.989 -0.559
C: 1.563 3.012 -1.675
C: 0.125 2.784 -1.178
H: -0.407 -4.550 -0.429
H: 0.900 -3.335 -0.336
H: -0.008 -3.789 1.140
H: -2.028 -0.413 -1.164
H: -3.770 -0.765 0.277
H: -2.695 -1.270 1.601
H: -4.030 1.353 1.261
H: -3.111 0.705 2.658
H: -2.224 2.740 0.775
H: -1.331 1.905 2.086
H: 0.869 1.129 1.767
H: 3.168 1.903 1.209
H: 2.510 0.865 -0.094
H: 2.633 3.942 0.018
H: 3.618 2.897 -1.003
H: 1.650 4.013 -2.100
H: 1.775 2.307 -2.490
H: -0.583 2.606 -2.022
H: -0.155 3.779 -0.717

Forces on atoms 1 to 6 (eV/Å):
-0.886 -0.078 0.068
0.642 0.125 0.076
-0.260 -0.059 -0.606
0.647 -0.032 1.252
-0.828 -0.739 -0.653
-0.169 0.237 0.109

For the LUMO energy, the calculation gives -7.81 eV. As for the charge: +2. Its spin multiplicity is 1.



Here is a 3-piece molecular cluster, C19H33F3NO6 overall from the OMol25 dataset. Energies are from ωB97M-V/def2-TZVPD.

Element x y z (Å)
C: -0.125 -0.471 -0.468
C: -0.861 -1.767 -0.865
C: -1.138 -2.694 0.323
C: -2.120 -3.831 0.035
O: -3.200 -3.945 0.987
C: -4.387 -3.316 0.825
C: -5.018 -3.219 -0.580
C: -6.525 -3.368 -0.426
O: -6.998 -2.330 0.441
C: -7.810 -1.336 -0.180
C: -4.552 -1.871 -1.163
C: -4.222 -0.936 0.011
N: -4.477 -1.810 1.225
C: -3.947 -1.333 2.541
F: -3.715 -2.360 3.328
F: -2.852 -0.624 2.373
F: -4.880 -0.558 3.083
H: -0.689 0.408 -0.783
H: 0.841 -0.416 -0.968
H: 0.039 -0.431 0.610
H: -1.791 -1.532 -1.389
H: -0.253 -2.314 -1.588
H: -1.467 -2.123 1.190
H: -0.184 -3.134 0.618
H: -1.624 -4.794 0.112
H: -2.510 -3.767 -0.985
H: -5.071 -3.782 1.531
H: -4.589 -4.022 -1.180
H: -7.040 -3.344 -1.387
H: -6.751 -4.317 0.060
H: -7.260 -0.763 -0.932
H: -8.680 -1.793 -0.653
H: -8.144 -0.665 0.606
H: -3.661 -2.071 -1.754
H: -5.254 -1.410 -1.855
H: -3.209 -0.552 0.016
H: -4.961 -0.142 0.091
H: -5.510 -1.747 1.324
O: 2.623 0.878 -1.668
C: 2.855 1.593 -0.733
O: 3.247 1.097 0.460
C: 3.374 2.157 1.430
C: 3.544 3.431 0.612
C: 2.744 3.102 -0.646
H: 2.465 2.165 2.037
H: 4.224 1.925 2.066
H: 3.204 4.319 1.140
H: 4.591 3.550 0.342
H: 1.684 3.353 -0.554
H: 3.135 3.555 -1.553
O: 6.537 2.852 -0.361
C: 7.581 3.424 -0.510
O: 7.635 4.741 -0.799
C: 8.998 5.154 -1.021
C: 9.849 4.112 -0.302
C: 8.984 2.860 -0.436
H: 9.176 5.164 -2.098
H: 9.109 6.163 -0.634
H: 10.846 4.017 -0.725
H: 9.951 4.381 0.750
H: 9.175 2.319 -1.365
H: 9.066 2.165 0.395

Forces on atoms 1 to 6 (eV/Å):
-0.042 -0.297 -0.280
0.053 0.018 0.056
0.166 -0.021 -0.117
0.106 -0.104 -0.242
0.188 0.411 0.127
-0.134 -0.385 -0.213

The energy above the lowest of the compared OMol25 structures with the same formula, charge and spin comes out at 0.000 eV. For the LUMO energy, the calculation gives -2.10 eV. As for the charge: +1. Its spin multiplicity is 1.